No. 1
Here is a structure of composition C23H49InN3OP4 from the OMol25 dataset. Energies are from ωB97M-V/def2-TZVPD.

## Properties
HOMO (spin up / spin down), eV: -16.041 / -15.996
DFT total energy, hartree: -2699.75269
Orbital gap (spin up / spin down), eV: 3.6 / 5.1

The geometry in ORCA input format:
```
! wB97M-V def2-TZVPD RIJCOSX def2/J DEFGRID3
* xyz 3 1
In -0.36262 0.02733 0.44100
P 0.05436 -0.69065 3.32770
P -1.57527 -2.42482 0.17652
P 0.21266 2.60342 1.20472
H -6.12116 2.24123 -5.65563
C -5.35656 3.00684 -5.84307
C -4.33497 2.79855 -6.68411
H -4.25128 1.86383 -7.25313
C -1.42588 -0.25065 4.31382
C 0.24480 -2.45711 3.79686
C 1.38224 0.07780 4.33851
C -2.01562 -2.53517 -1.59946
C -0.86172 -4.07615 0.52070
C -3.20615 -2.51939 0.99609
C 0.17789 3.62315 -0.31885
C 1.76124 3.12616 2.02027
C -1.08653 3.37105 2.23677
H -5.49271 3.98195 -5.35043
H -3.62780 3.60310 -6.92777
H -1.25691 -0.58149 5.35044
H -2.30672 -0.76221 3.90389
H -1.57625 0.83680 4.29456
H 0.32540 -2.51041 4.89055
H 1.16005 -2.85850 3.34065
H -0.63108 -3.03075 3.46379
H 0.93596 0.49115 5.25094
H 1.87126 0.88146 3.76884
H 2.11887 -0.68762 4.60839
H -2.34006 -3.55610 -1.84431
H -1.13597 -2.27038 -2.19967
H -2.81513 -1.82177 -1.82590
H -1.66401 -4.79295 0.75784
H -0.17193 -4.02243 1.37579
H -0.30692 -4.44126 -0.35391
H -3.78139 -3.36330 0.58872
H -3.75156 -1.58792 0.82293
H -3.07929 -2.65478 2.07741
H 0.62118 4.60610 -0.10805
H -0.85357 3.73980 -0.66554
H 0.75305 3.12034 -1.10501
H 2.01851 4.14859 1.69777
H 2.58359 2.45183 1.73595
H 1.65188 3.11325 3.11368
H -1.07723 4.46276 2.10154
H -0.91774 3.13294 3.29591
H -2.06175 2.97567 1.93548
C -1.63552 1.07257 -2.16638
C -2.88942 1.20325 -1.49618
C -3.90851 1.92372 -2.09761
C -3.70725 2.48330 -3.35284
C -2.49819 2.32292 -4.03510
C -1.44513 1.62527 -3.44845
O -0.59005 0.46337 -1.66106
H -2.00296 0.51972 0.96252
H -3.05424 0.77156 -0.49864
H -4.86665 2.03902 -1.58475
H -4.52236 3.01350 -3.84288
H -2.36244 2.71164 -5.03755
H -0.46108 1.48917 -3.89651
C 4.80411 -2.66144 0.64520
N 3.76321 -2.92824 -0.36601
C 4.06962 -2.17299 -1.60255
N 4.23267 -0.72567 -1.36110
C 5.26071 -0.51302 -0.32091
N 4.95727 -1.22501 0.93770
C 3.80085 -0.66655 1.62910
P 2.24661 -0.81911 0.56730
C 2.42547 -2.63853 0.13365
C 2.96392 -0.08675 -1.00252
H 5.76182 -3.03556 0.25874
H 4.52773 -3.18556 1.57010
H 3.25609 -2.32473 -2.32753
H 5.00868 -2.55851 -2.01294
H 5.32738 0.56467 -0.11592
H 6.21847 -0.89358 -0.70326
H 3.64940 -1.20027 2.58252
H 3.98534 0.39535 1.86624
H 2.23155 -3.23687 1.03477
H 1.66838 -2.89509 -0.62132
H 3.13015 0.98826 -0.84094
H 2.22722 -0.20910 -1.80811
*
```

No. 2
Here is a structure of composition C34H37BrN8O7Sc from the OMol25 dataset. Energies are from ωB97M-V/def2-TZVPD.

## Properties
HOMO, eV: -10.554
DFT total energy, hartree: -5617.23683
Orbital gap, eV: 7.1

The geometry in ORCA input format:
```
! wB97M-V def2-TZVPD RIJCOSX def2/J DEFGRID3
* xyz 1 1
Sc -0.11640 0.24360 0.16400
N -0.80070 -0.19210 4.56180
C 0.09410 -0.42390 3.58860
N -0.51240 -0.39920 2.42120
C -1.81760 -0.12850 2.73920
N -2.00510 -0.00610 4.03520
C -2.84060 -0.03540 1.71470
C -4.19820 0.11290 2.01580
N -5.10970 0.11960 1.06490
C -4.69770 0.00660 -0.18610
C -3.34590 -0.09770 -0.50500
N -2.41470 -0.12680 0.44330
H -0.67160 -0.12300 5.56270
H 1.14020 -0.59510 3.74730
H -4.53830 0.22210 3.03650
H -5.46650 0.00430 -0.94400
H -3.00250 -0.17190 -1.52860
C 6.75270 3.88210 2.11490
C 6.47540 2.39970 2.40140
C 6.70710 2.09270 3.88710
C 7.46890 1.56470 1.59100
C 5.03020 2.08600 2.05540
C 4.67290 1.12980 1.11280
C 3.33480 0.92230 0.87360
Br 2.72190 -0.43070 -0.38270
C 2.27680 1.60950 1.48990
O 1.04790 1.30420 1.14300
C 2.64760 2.57570 2.45750
C 4.00020 2.76120 2.70300
C 1.66680 3.42570 3.26230
C 0.19150 3.21420 2.90520
C 1.97710 4.90930 3.01020
C 1.84830 3.09380 4.75370
H 7.80220 4.10080 2.29510
H 6.15750 4.53620 2.74540
H 6.52650 4.11490 1.07680
H 7.74760 2.27790 4.14020
H 6.48100 1.04810 4.09120
H 6.08470 2.70650 4.53210
H 8.48010 1.83650 1.88590
H 7.36540 1.75250 0.52550
H 7.33580 0.50310 1.78380
H 5.40360 0.55270 0.57300
H 4.27580 3.47930 3.45600
H 0.00600 3.41970 1.85240
H -0.41920 3.89450 3.49780
H -0.13290 2.19790 3.11980
H 1.83390 5.14450 1.95790
H 2.99700 5.16740 3.27680
H 1.30830 5.53310 3.59770
H 1.73130 2.02380 4.92090
H 1.10460 3.61990 5.34680
H 2.82990 3.38540 5.11480
O -1.00080 2.18650 -0.19360
C -0.79900 2.95220 -1.14960
C -0.42480 2.54610 -2.46480
C -0.28710 3.48790 -3.49860
C 0.01230 3.07530 -4.77510
C 0.13310 1.70630 -5.07750
C 0.04700 0.77400 -4.08450
C -0.18230 1.14810 -2.72890
O -0.16880 0.26710 -1.79410
N 0.21410 4.04860 -5.82680
O 0.29350 5.21090 -5.49690
O 0.30410 3.62860 -6.95720
H -0.93880 4.03640 -0.98990
H -0.41060 4.54470 -3.30490
H 0.30270 1.43110 -6.10960
H 0.16100 -0.27610 -4.30770
O 3.77000 -4.07490 -4.47110
C 2.84550 -5.00840 -4.00280
N 2.14280 -4.36330 -2.91630
C 1.08330 -4.95750 -2.34160
O 0.63800 -6.02450 -2.70920
C 0.46210 -4.23390 -1.18020
C -0.11040 -5.02680 -0.18810
C -0.74690 -4.40190 0.86750
C -0.78710 -3.01860 0.89080
N -0.23820 -2.23540 -0.04530
C 0.36290 -2.85160 -1.07100
H 4.29840 -4.46670 -5.17400
H 3.33570 -5.92670 -3.63240
H 2.11010 -5.29790 -4.77180
H 2.57930 -3.52710 -2.56100
H -0.05870 -6.10190 -0.27070
H -1.20460 -4.97410 1.65900
H -1.29690 -2.51710 1.70280
H 0.75770 -2.20510 -1.84730
*
```

No. 3
Here is a cluster of 10 separate species, C3H26NO11 in total from the OMol25 dataset. Energies are from ωB97M-V/def2-TZVPD.

## Properties
HOMO, eV: -6.197
DFT total energy, hartree: -1012.37344
Orbital gap, eV: 9.1

The geometry in ORCA input format:
```
! wB97M-V def2-TZVPD RIJCOSX def2/J DEFGRID3
* xyz -1 1
C 0.04331 1.03303 2.89084
O 1.18972 1.84011 2.61889
C -1.14165 1.21799 1.91601
C -0.77010 2.39327 0.95173
O -1.75383 2.50670 -0.08395
N -1.32198 0.07506 1.04640
H -0.14593 1.30035 3.93979
H 0.36334 -0.00766 2.93594
H -2.08050 1.50004 2.39206
H -0.78476 3.30464 1.53558
H 0.16168 2.09510 0.47978
H -2.33084 1.72659 -0.15646
H -0.44286 -0.22659 0.66259
H -1.73358 -0.71182 1.52191
H -1.78024 -2.93206 0.42957
H -0.48525 -3.47044 0.95085
O -1.42517 -3.71785 0.83530
H 1.26016 -1.22291 -2.54215
H 0.62100 -2.37308 -1.97431
O 0.51318 -1.80033 -2.74160
H 1.64926 1.45773 1.83313
H 3.18167 1.34104 -0.21068
O 2.57087 1.02142 0.46023
H 1.42317 -2.14127 1.77020
H 1.40308 -1.88018 0.18849
O 0.80082 -2.07101 1.04910
H -0.68193 1.70963 -1.52835
H 0.71727 1.55791 -1.56515
O -0.02433 1.45581 -2.16448
H 2.45886 0.05554 0.24859
H 2.87568 -2.10477 -0.62636
O 2.31346 -1.33417 -0.76971
H -0.99198 -0.41916 -2.53765
H -2.20312 -1.45140 -2.75231
O -1.94716 -0.55114 -2.56993
H 2.58827 0.78202 -2.75396
H 3.12022 -0.37658 -1.90671
O 3.40655 0.46217 -2.36968
H -3.43886 -0.26083 0.22576
H -3.40550 -0.11604 -1.20495
O -3.77202 0.33316 -0.42432
*
```

No. 4
Here is a structure of composition C19H30AlBeF4MgN3O9S from the OMol25 dataset. Energies are from ωB97M-V/def2-TZVPD.

## Properties
HOMO, eV: -12.069
DFT total energy, hartree: -2836.96603
Orbital gap, eV: 1.2

The geometry in ORCA input format:
```
! wB97M-V def2-TZVPD RIJCOSX def2/J DEFGRID3
* xyz 2 1
C 3.46308 1.84391 5.23800
C 3.58376 1.50989 4.10842
C 3.69112 0.99632 2.82189
C 2.28373 0.43437 2.31033
C 1.57225 -0.18436 3.46689
C 0.21947 -0.83528 3.28896
C 0.38285 -2.11028 4.08275
O 0.53056 -1.75825 5.48340
C 1.54532 1.73677 1.87678
O 0.40477 1.62705 1.29194
O 2.01672 2.75567 2.11278
N 2.51375 -0.45069 1.25113
O 2.04849 -0.17420 -0.01145
C 2.38498 -1.83478 1.59164
C 3.22672 -2.45622 2.67691
N 4.49571 -2.93207 2.35667
H 3.43552 1.88437 6.30355
H 4.08619 1.72745 2.14066
H 4.44075 0.21419 2.84447
H 2.17230 -0.95675 3.92389
H 1.39119 0.55870 4.23746
H -0.58632 -0.21480 3.64426
H 0.01317 -1.05497 2.24873
H 1.32972 -2.57581 3.68445
H -0.47406 -2.74252 3.92845
H 1.47323 -1.61692 5.67094
H 1.32619 -0.80546 -0.25077
H 1.36525 -2.13389 1.82625
H 2.55340 -2.30589 0.68166
H 3.38587 -1.81699 3.53179
H 2.67663 -3.37037 3.02735
H 4.38254 -3.86942 2.00288
H 4.97037 -2.97931 3.25394
Al -0.10683 1.07629 -0.70521
N -6.08044 2.50156 -3.59377
C -5.43511 1.37991 -3.29069
C -4.61385 1.23618 -2.17411
C -4.45971 2.32873 -1.32955
C -5.12288 3.50309 -1.63366
C -5.91961 3.53574 -2.77571
H -5.58983 0.55502 -3.98008
H -4.11621 0.29614 -1.97507
H -3.83411 2.26268 -0.44837
H -5.03122 4.37637 -1.00396
H -6.46071 4.43376 -3.04914
F 1.75651 2.47738 7.13392
O 4.50602 -4.06716 4.84549
H 3.77814 -4.27039 5.46253
Mg 2.56059 -3.15714 4.82556
C -2.64687 3.17248 -7.80468
C -3.45556 2.15104 -6.82065
C -2.89914 2.48068 -5.34554
O -3.13883 0.99325 -7.12138
H -1.57010 3.03835 -7.75204
H -2.97790 3.01215 -8.82697
H -2.89029 4.18871 -7.49522
H -4.51874 2.43286 -6.85302
H -1.82373 2.34360 -5.25198
H -3.39245 1.84295 -4.60930
H -3.11775 3.52038 -5.10021
C 0.38542 -2.50679 -3.29788
F -0.94157 -2.56110 -3.41763
F 0.90353 -3.28638 -4.22073
F 0.76028 -1.24867 -3.57018
S 0.92455 -3.01440 -1.62242
O 0.44759 -4.34684 -1.46855
O 0.25758 -2.02547 -0.70286
O 2.35501 -2.88512 -1.63471
Be -0.79702 -1.87932 -0.03927
*
```

No. 5
Here is the ion C4H10N3 with charge +1 from the OMol25 dataset. Energies are from ωB97M-V/def2-TZVPD.

## Properties
HOMO, eV: -14.436
DFT total energy, hartree: -322.31118
Orbital gap, eV: 9.3

The geometry in ORCA input format:
```
! wB97M-V def2-TZVPD RIJCOSX def2/J DEFGRID3
* xyz 1 1
C 2.94923 -0.70787 -0.26684
C 1.75702 0.01999 0.50287
C 0.65260 0.59290 -0.43326
N -0.39203 0.85152 0.46384
N -1.46658 0.41843 0.13556
C -2.64190 -0.17603 0.35648
N -3.86186 0.29272 0.11020
H 2.80774 -0.34209 -1.24998
H 3.85497 -0.31193 0.24594
H 2.81634 -1.78387 -0.09396
H 2.16700 0.78190 1.04064
H 1.35089 -0.78067 1.25240
H 0.94875 1.57308 -0.96376
H 0.42813 -0.05315 -1.30918
H -2.74693 -1.24377 0.53232
H -4.62857 -0.35134 -0.16104
H -3.99482 1.22018 -0.16224
*
```

No. 6
Here is a structure of composition C6H7LiO4Rb from the OMol25 dataset. Energies are from ωB97M-V/def2-TZVPD.

## Properties
HOMO, eV: -11.238
DFT total energy, hartree: -565.10545
Orbital gap, eV: 7.5

The geometry in ORCA input format:
```
! wB97M-V def2-TZVPD RIJCOSX def2/J DEFGRID3
* xyz 1 1
C 0.74484 3.00277 0.59272
C 1.21936 1.80722 0.54124
C 1.37072 0.64652 1.44449
C 0.11598 -0.25669 1.49481
O -0.12783 -0.92349 0.30868
Rb -1.15654 -4.24352 0.67577
H 1.60214 1.01464 2.45380
H 2.21432 0.03632 1.08601
H -0.74590 0.37506 1.79349
H 0.28871 -0.94398 2.35024
C 1.89235 2.17579 -2.09410
O 0.88864 3.78890 -1.66000
C 0.48501 3.92027 -0.47118
O -0.23145 5.00055 -0.24795
H 1.88248 2.05175 -3.18349
H 2.80589 2.65501 -1.70035
H -0.92099 4.83171 0.41015
O 1.64172 1.15961 -1.31821
Li 0.24100 -0.16727 -1.26463
*
```